No. 1
A molecular structure, C33H65N4O4Si2 at a distorted geometry, computed with ωB97M-V/def2-TZVPD.

Geometry as XYZ:
```
108
Properties=species:S:1:pos:R:3:forces:R:3
C -5.4137 0.6121 1.5862 0.9174 0.5593 0.1054
C -4.1444 0.5716 2.5980 -1.6178 -1.5106 0.1459
O -3.0726 1.4573 2.1668 0.5040 0.1102 2.1873
C -1.9463 1.3563 3.0748 1.6661 -2.9509 -0.8259
O -1.2369 0.3212 2.9559 -2.4782 4.1471 0.8478
C -1.6540 2.5269 4.1455 -0.0675 -0.6028 -0.2854
C -0.0846 2.7892 4.3927 0.5859 -0.0766 0.9310
C 0.3660 4.3223 4.2293 -0.0788 0.0280 0.1179
Si 0.7247 4.8293 2.3816 0.3121 0.6910 1.5697
C -0.1826 3.5496 1.2889 0.2763 -1.2058 -0.6727
C 2.6463 4.8067 2.1206 -0.3188 0.0344 -0.6405
C 3.2225 3.3231 1.8869 1.5787 0.3816 0.2944
C 4.6850 3.5084 1.1858 -0.5258 0.3570 0.0719
N 4.5303 3.5354 -0.3106 0.1543 -0.2887 0.9264
O 0.1842 6.4671 2.2295 -0.3554 -1.7740 -2.1445
Si -0.5167 6.8315 0.6914 -0.1292 0.1897 0.6353
C -2.3683 6.2291 0.6078 -0.9429 0.0754 0.3737
C -3.2201 7.1548 -0.3844 0.1664 1.4548 1.0511
N -3.4258 8.4303 -0.1291 0.2987 -3.1000 -0.7032
C 0.5299 6.3247 -0.8258 0.8715 -0.0119 -1.2237
C -0.2935 6.2114 -2.2124 0.3535 0.5237 0.0469
C -1.2069 4.8797 -2.3061 0.3880 1.0434 -0.4275
N -0.6649 3.8410 -3.2295 -0.4314 -0.1682 1.2285
C -0.9501 2.4549 -2.7814 -0.0114 -1.1806 -1.4121
C 0.3302 1.4810 -2.7628 2.6325 -2.8119 0.0884
C 0.0854 -0.0764 -2.8035 3.4393 0.2994 -0.0039
C 1.2618 -1.1139 -2.8287 1.0387 3.9361 0.1493
C 2.7414 -0.6047 -2.8191 -2.5249 2.8557 0.2336
C 3.0257 0.9128 -2.7394 -3.7317 -1.3919 -0.2501
C 1.8180 1.9270 -2.7077 -0.1588 -2.4445 -0.0157
O 2.1823 3.3087 -2.6254 -0.7025 -2.1544 1.0367
H -6.1133 1.4669 1.8729 1.0029 -1.1117 -0.6053
H -4.9940 0.7582 0.5314 -0.7285 -0.0751 1.4326
H -6.0129 -0.3581 1.5850 0.9808 1.2340 0.2736
H -4.5166 0.8139 3.6659 0.7435 -0.1230 -1.6228
H -3.7790 -0.5123 2.6167 -0.1755 1.5215 -0.0160
H -2.0831 2.1440 5.1497 0.4123 0.6012 -1.7454
H -2.1983 3.4871 3.8530 0.6738 -1.4171 0.3211
H 0.5996 2.1111 3.7533 -1.3551 1.0027 0.8931
H 0.1504 2.4867 5.4856 -0.4590 0.3898 -1.7773
H 1.3528 4.4598 4.7899 -1.2904 -0.1661 -0.6325
H -0.3783 5.0765 4.6911 1.0162 -1.3445 -0.6118
H -1.3197 3.5316 1.4225 1.5855 0.1783 -0.4184
H 0.1393 3.6074 0.1786 -0.8245 -0.0693 1.7110
H 0.1837 2.5054 1.6376 -0.5427 1.6422 -0.5098
H 2.8303 5.4477 1.1709 -0.1071 -1.1137 1.3624
H 3.1763 5.3620 2.9876 -0.8332 -1.0498 -1.3361
H 3.4458 2.7786 2.8843 -0.7472 0.9296 -1.4444
H 2.5361 2.6523 1.2504 1.0837 1.0894 0.8640
H 5.4344 2.7009 1.5420 -1.1286 1.3422 -0.4489
H 5.0309 4.5723 1.4773 -0.2408 -1.9316 -0.2338
H 4.4795 2.5649 -0.6539 0.2573 0.8454 0.0030
H 5.2994 4.0572 -0.7577 -0.5677 -0.7232 0.2820
H -0.6221 8.3106 0.6329 0.0538 -0.1339 0.0969
H -2.4647 5.1084 0.4208 -0.0330 1.5639 0.0213
H -2.7943 6.4108 1.6718 0.6672 -0.2429 -1.6304
H -3.6681 6.7052 -1.3482 0.8295 0.7629 1.5713
H -3.0007 8.7049 0.7729 -0.0836 -0.2981 -0.4857
H 1.1443 5.3692 -0.7095 -0.7477 1.2175 -0.0242
H 1.2996 7.1771 -0.9892 -1.1188 -1.3480 0.4421
H -0.9238 7.1722 -2.3216 0.7323 -1.5528 0.1538
H 0.4876 6.2652 -3.0602 -1.3546 -0.3925 1.1908
H -2.2272 5.2072 -2.7080 1.0186 -0.4728 1.0762
H -1.2342 4.4356 -1.2575 -0.3745 0.5746 -1.5238
H -0.9643 4.0099 -4.1993 0.1855 -0.2816 0.8963
H -1.6717 1.9985 -3.5674 1.0928 0.3297 1.3914
H -1.4920 2.3720 -1.7801 0.8466 0.4000 -1.2080
H -0.9708 -0.5331 -2.8235 1.7400 1.1027 0.0106
H 1.0987 -2.2448 -2.8555 -0.0009 1.9052 -0.0205
H 3.6434 -1.3028 -2.8629 -1.6098 0.9465 0.0766
H 4.0966 1.3356 -2.7282 -1.9924 -0.7524 -0.0625
H 2.1598 3.5283 -1.6578 0.2776 -0.0800 -1.1446
C -0.1752 -4.1105 0.9297 0.0797 0.0274 0.0629
C 0.7834 -4.5578 -0.1656 0.0162 0.1364 0.0892
C 0.0882 -5.0172 -1.4455 0.3675 0.0998 -0.0295
C -0.8330 -6.2295 -1.3956 0.0566 0.1035 -0.1399
N -0.2162 -7.5945 -1.0657 -0.6208 -0.9087 -0.3971
C -0.0354 -7.8490 0.4270 0.1523 0.2266 -0.0533
C -1.4327 -8.0912 0.9705 -0.1313 0.3618 0.4011
C -2.2233 -8.7029 -0.1773 -0.6207 -0.0758 -0.1961
C -1.3027 -8.6640 -1.3858 0.2243 0.1614 0.0510
C 1.0148 -7.9294 -1.9203 -0.1027 -0.1079 0.6250
C 2.3790 -7.5188 -1.3496 0.5084 -0.0420 -0.4314
C 3.1331 -6.4983 -2.2004 0.2263 0.2895 0.1623
H -0.8768 -4.9010 1.2081 -0.0438 0.0233 0.0496
H 0.3860 -3.8342 1.8255 -0.1433 0.0105 -0.0578
H -0.7485 -3.2366 0.6109 -0.0067 -0.0778 0.0526
H 1.4526 -5.3258 0.2236 0.0733 -0.0462 -0.0501
H 1.4293 -3.7092 -0.4162 -0.0543 -0.1171 -0.0705
H 0.8242 -5.1581 -2.2395 -0.0024 -0.0866 0.0162
H -0.5236 -4.1764 -1.7960 -0.1537 -0.2205 0.0233
H -1.2644 -6.3391 -2.3959 0.0680 -0.1516 0.1737
H -1.6643 -6.0560 -0.7099 0.1369 -0.2318 0.0893
H 0.5806 -8.7466 0.5320 0.0261 0.1640 -0.1716
H 0.4571 -7.0054 0.9047 0.0574 -0.0866 -0.1505
H -1.8964 -7.1492 1.2766 0.1452 -0.1028 0.0512
H -1.4168 -8.7334 1.8540 0.1475 0.1130 -0.1327
H -3.1395 -8.1379 -0.3622 0.0736 -0.0936 0.0245
H -2.5209 -9.7297 0.0454 0.0417 0.1063 -0.1567
H -1.8016 -8.4111 -2.3224 0.2071 0.0059 0.0835
H -0.8027 -9.6299 -1.4914 0.1366 0.3105 -0.0678
H 0.8258 -7.5363 -2.9225 0.0170 0.1207 0.1925
H 1.0359 -9.0184 -2.0045 -0.3226 0.1766 0.0323
H 2.9997 -8.4221 -1.3360 -0.2336 0.0486 0.0866
H 2.3437 -7.1846 -0.3129 -0.1915 -0.0351 -0.0678
H 2.9424 -6.6336 -3.2674 0.0440 -0.0324 0.0685
H 4.2094 -6.5995 -2.0360 -0.1435 0.0077 -0.0663
H 2.8768 -5.4744 -1.9287 -0.0277 0.0099 -0.1001
```
Positions in Å, forces in eV/Å.

Results
- Frontier orbital gap: 7.68 eV
- Charge: +1
- Highest occupied orbital energy: -9.97 eV
- Molar mass: 638.1 g/mol
- Largest force on an atom: 0.09539 Eh/bohr

No. 2
A single C4H9NO molecule, computed with ωB97M-V/def2-TZVPD.

Geometry as XYZ:
```
15
Properties=species:S:1:pos:R:3:forces:R:3
C -0.3572 1.8752 -1.1845 -0.0319 0.1301 -0.0283
C -0.9015 0.6425 -0.4785 -0.2246 0.0992 -0.0819
N -0.6783 0.8200 0.9710 0.3879 -0.4829 -0.1262
C 0.3331 0.2136 1.4099 -0.2229 0.1628 -0.1003
O 1.1425 -0.5099 0.5844 0.4386 0.0315 0.1071
C 0.8635 -1.8971 0.5989 0.1003 -0.4057 0.0154
H 0.7328 1.9128 -1.0677 -0.2084 0.0015 -0.0048
H -0.5825 1.8740 -2.2558 -0.0487 -0.0142 0.1702
H -0.7840 2.7653 -0.7187 0.0687 0.0528 -0.1625
H -0.4357 -0.2446 -0.9370 -0.1415 0.2068 0.4623
H -1.9786 0.5259 -0.5960 -0.0560 0.2594 -0.1538
H 0.6543 0.2240 2.4566 -0.2541 0.1795 -0.1490
H 1.5641 -2.3815 1.2800 -0.0741 -0.2755 -0.0297
H 1.0042 -2.2670 -0.4194 0.0524 -0.0573 0.1586
H -0.1679 -2.1123 0.9118 0.2144 0.1119 -0.0770
```
Positions in Å, forces in eV/Å.

Results
- Frontier orbital gap: 11.05 eV
- Charge: 0
- Highest occupied orbital energy: -10.09 eV
- Molar mass: 87.1 g/mol
- Largest force on an atom: 0.01229 Eh/bohr
- SMILES string: CC/N=C\OC
- Energy above the lowest of the compared OMol25 structures with the same formula, charge and spin: 46.9 kcal per mole

No. 3
2 unconnected molecules or ions with the total composition C4H12 at a distorted geometry, computed with ωB97M-V/def2-TZVPD.

Geometry as XYZ:
```
16
Properties=species:S:1:pos:R:3:forces:R:3
C -1.2520 -2.2460 -0.6499 0.6877 -0.8218 1.2845
C -2.3156 -1.3140 -0.1542 -0.6485 1.7063 2.9558
H -0.9146 -1.8749 -1.6270 -0.1785 -1.2151 -0.0154
H -0.3758 -2.2452 0.0345 -0.1534 0.6638 -0.3856
H -1.5167 -3.2996 -0.4470 -0.1618 0.2754 -1.4078
H -2.2392 -0.3636 -0.6766 -0.5995 0.0493 -0.2427
H -2.1272 -1.0081 0.9136 0.5340 -0.1398 -0.6542
H -3.3694 -1.5771 0.0932 0.5581 -0.4818 -1.5372
C 1.6652 1.5289 -0.2998 -0.7332 0.7832 0.0746
C 1.9264 2.0678 1.0241 0.5075 -0.5766 -0.5322
H 1.6378 0.4008 -0.3899 -0.0535 -0.8388 0.2352
H 0.6938 1.5196 -0.8852 -0.1424 0.3859 1.3079
H 2.4265 1.6701 -1.0070 1.7994 0.2235 -0.8409
H 1.3016 2.9552 1.3429 -0.0454 -0.0466 -0.0200
H 2.9833 2.1475 1.3671 -0.8267 0.2281 -0.6752
H 1.3556 1.4545 1.7605 -0.5438 -0.1950 0.4532
```
Positions in Å, forces in eV/Å.

Results
- Spin multiplicity: 2
- Frontier orbital gap (spin up / spin down): 10.16 / 2.46 eV
- Charge: +1
- Highest occupied orbital energy (spin up / spin down): -13.76 / -13.74 eV
- Molar mass: 60.1 g/mol
- Largest force on an atom: 0.06756 Eh/bohr
- Energy above the lowest of the compared OMol25 structures with the same formula, charge and spin: 30.6 kcal per mole